DFT (ωB97M-V with the def2-TZVPD basis set) results for a cluster of 9 separate species, C42H36BF4O26 in total at a distorted geometry.

The geometry in ORCA input format:
```
! wB97M-V def2-TZVPD RIJCOSX def2/J DEFGRID3
* xyz -1 1
B -0.5384 0.4742 1.3811
F 0.7976 -0.0468 1.4231
F -1.1564 0.3952 2.6331
F -0.7174 1.7892 1.0451
F -1.3594 -0.2728 0.5501
C 2.7166 0.3132 -3.5339
C 3.8566 1.1962 -3.9489
C 4.6486 2.0522 -3.2169
O 5.6386 2.5782 -3.5569
C 4.1286 2.1292 -1.8579
C 2.9706 1.3742 -1.2609
C 2.2526 0.5132 -2.0959
O 1.3046 -0.1208 -1.7289
O 2.5006 1.5822 0.0031
O 4.2306 1.0352 -5.3349
H 2.3056 -0.4168 -4.2539
H 4.7356 2.7882 -1.2719
H 1.7666 0.8862 0.0691
H 4.6976 1.7302 -5.5249
C -3.2884 -3.4618 -4.8749
C -2.0724 -2.8198 -5.6739
C -0.8764 -2.6998 -4.9339
O 0.2046 -2.4068 -5.6769
C -0.8004 -2.8628 -3.4639
C -2.0034 -3.2738 -2.7519
C -3.2044 -3.6748 -3.5169
O -4.1764 -4.1018 -2.8629
O -2.1774 -3.0838 -1.4129
O -2.0484 -2.4268 -6.9579
H -4.1564 -3.4988 -5.4379
H -0.0394 -2.3738 -3.0659
H -1.4234 -2.7248 -1.0429
H -1.1984 -2.1738 -7.3689
C -1.4484 2.6382 -5.0069
C -2.0574 1.2772 -4.8709
C -2.3014 0.7222 -3.4869
O -2.8624 -0.3638 -3.4619
C -1.8154 1.4132 -2.4159
C -0.9554 2.6632 -2.5279
C -0.8424 3.3362 -3.8459
O -0.3344 4.4082 -3.9719
O -0.4284 3.2052 -1.4039
O -2.5614 0.7072 -5.9219
H -1.3134 3.0022 -5.9329
H -1.9654 0.9052 -1.4519
H -0.4374 2.6712 -0.6339
H -2.7754 -0.2558 -5.7579
C 1.1316 -5.0308 -0.6039
C 1.3856 -3.4748 -0.0529
C 2.7326 -3.0888 0.3841
O 2.9806 -1.9808 0.6701
C 3.7596 -4.1448 0.3281
C 3.5306 -5.5598 -0.1619
C 2.2036 -5.9068 -0.5279
O 1.9916 -7.0178 -1.0099
O 4.4596 -6.5928 -0.0049
O 0.4086 -2.5618 0.0081
H 0.1396 -5.3128 -0.8589
H 4.7016 -3.8628 0.7101
H 5.4126 -6.3298 0.2661
H 0.7076 -1.8938 0.5441
C -4.2564 -4.6848 3.7801
C -3.2594 -5.3148 2.8031
C -2.2984 -4.4678 2.0911
O -1.4354 -5.0378 1.2941
C -2.2434 -3.0278 2.2401
C -3.2324 -2.4558 3.2611
C -4.2154 -3.2708 4.0051
O -5.0044 -2.7398 4.7261
O -3.2354 -1.0418 3.5011
O -3.2374 -6.6238 2.5861
H -4.9184 -5.4118 4.2061
H -1.5094 -2.4458 1.6541
H -2.3844 -0.6208 3.0431
H -2.3954 -6.8558 2.1001
C 0.0576 6.4942 2.9381
C 0.2676 4.9672 2.7951
C 1.6786 4.4032 2.9261
O 1.7646 3.1282 2.6761
C 2.7746 5.2582 3.0911
C 2.5166 6.8222 3.3801
C 1.0736 7.3382 3.2801
O 0.8566 8.4922 3.5011
O 3.4766 7.7452 3.6241
O -0.7604 4.0502 2.5171
H -0.8384 6.9162 2.8331
H 3.8376 4.7502 3.3191
H 4.2926 7.3692 3.1751
H -0.5134 3.2002 2.1231
C -3.8564 2.6002 2.1441
C -5.3374 2.7272 2.2531
O -5.8544 3.7852 2.7281
C -6.2404 1.5802 1.9011
H -3.4754 2.2012 2.9941
H -3.3234 3.3972 1.7131
H -3.4194 2.1602 1.2561
H -6.6884 1.7402 0.8321
H -7.2044 1.6072 2.3791
H -5.8224 0.4662 1.9201
C 5.1836 1.8802 4.0121
C 4.7956 0.7172 3.2071
O 5.4766 0.2112 2.3501
C 3.3256 0.1132 3.6491
H 6.3206 2.0842 3.7701
H 5.0686 1.5822 5.0371
H 4.3886 2.7912 3.8441
H 3.4576 -0.7068 4.4631
H 2.9466 -0.6928 2.8491
H 2.4376 0.8482 3.7521
*
```

Results
- E_LUMO: -0.5 eV

=====

DFT (ωB97M-V with the def2-TZVPD basis set) results for a structure of composition C42H36HfNO2P2S at a distorted geometry.

The geometry in ORCA input format:
```
! wB97M-V def2-TZVPD RIJCOSX def2/J DEFGRID3
* xyz 3 1
Hf 10.4395 11.9316 11.1033
O 11.1341 10.8948 16.2783
S 11.4700 11.0187 14.8426
C 12.0057 12.7528 14.8101
C 11.9592 13.4443 16.0503
C 12.2566 14.8190 16.0081
C 12.7608 15.4219 14.8122
C 12.9776 14.6305 13.7059
C 12.6177 13.2998 13.6898
P 12.8938 12.1379 12.2988
C 14.0750 13.0057 11.2182
C 13.4984 13.8141 10.2192
C 14.3276 14.3421 9.2022
C 15.6952 14.0410 9.1659
C 16.2800 13.2853 10.1645
C 15.4514 12.6961 11.1461
C 13.9556 10.8326 12.9914
C 14.6648 10.9124 14.2379
C 15.0602 9.7080 14.8402
C 14.9642 8.4834 14.1552
C 14.4354 8.4326 12.8584
C 14.0055 9.6462 12.2487
C 9.8685 10.9675 13.9002
C 8.8012 11.6655 14.4526
C 7.7426 12.1171 13.5427
C 7.7896 11.6895 12.2224
C 8.6793 10.6477 11.8037
C 9.7127 10.1868 12.6983
P 10.3174 8.4143 12.6690
C 8.9100 7.4325 13.1806
C 7.8028 7.9602 13.8746
C 6.6761 7.1932 14.0033
C 6.6402 5.8105 13.5808
C 7.7409 5.2694 12.9783
C 8.8997 6.0425 12.8987
C 10.4667 7.7782 10.9435
C 11.7724 7.6295 10.4333
C 11.9630 7.1705 9.0882
C 10.8920 7.0252 8.2233
C 9.6000 7.2392 8.7215
C 9.3714 7.5844 10.0237
H 11.5836 12.9227 16.9480
H 12.1665 15.4298 16.8995
H 13.0023 16.4658 14.8180
H 13.5646 15.0536 12.8774
H 12.5325 14.2747 10.3742
H 13.8708 14.9899 8.4621
H 16.3301 14.4651 8.4069
H 17.3257 13.1098 10.2310
H 15.9142 12.0890 11.9032
H 14.9405 11.8754 14.6482
H 15.4599 9.6694 15.8427
H 15.4291 7.6079 14.5906
H 14.4758 7.4494 12.3646
H 13.7957 9.6806 11.1739
H 8.8047 11.8619 15.5095
H 6.8804 12.7521 13.8975
H 7.0588 12.0262 11.4758
H 8.4262 10.1100 10.9350
H 7.8809 8.9811 14.2623
H 5.7838 7.7115 14.3818
H 5.8103 5.1761 13.8233
H 7.7113 4.1901 12.6617
H 9.8131 5.6348 12.5305
H 12.5964 7.9129 11.0804
H 13.0005 6.9894 8.8358
H 10.9708 6.7635 7.1314
H 8.7047 7.1425 8.0429
H 8.3708 7.6330 10.4297
C 10.4982 13.0445 6.7430
C 11.6418 12.8742 7.5110
C 11.5726 11.9704 8.5837
N 10.3624 11.3859 9.0286
C 9.3179 11.5587 8.2212
C 9.3467 12.3223 7.0246
H 10.5199 13.7975 5.9506
H 12.4871 13.5223 7.3068
H 12.5094 11.5872 9.0771
H 8.4310 10.9880 8.4761
H 8.5533 12.3901 6.3003
C 8.8897 14.7487 11.2587
O 9.9439 13.7210 11.2120
H 8.5554 14.8266 12.2798
H 8.0703 14.5434 10.5441
H 9.2782 15.7195 10.9313
*
```

Results
- E_LUMO: -10.6 eV

=====

DFT (ωB97M-V with the def2-TZVPD basis set) results for a structure of composition C42H36N2O5STa.

The geometry in ORCA input format:
```
! wB97M-V def2-TZVPD RIJCOSX def2/J DEFGRID3
* xyz 1 1
Ta 0.6716 0.1561 -1.3257
O -1.1204 -0.1582 -1.3836
C -2.5163 -0.2300 -1.0028
C -2.5583 -1.4279 -0.0406
C -1.6911 -1.3271 1.1905
C -2.2915 -1.4671 2.4346
C -1.5234 -1.4039 3.5793
C -0.1648 -1.2102 3.4382
C 0.3794 -1.1108 2.1660
C 1.8667 -0.9357 2.0388
C 2.2624 0.4311 1.4800
O 1.7196 0.4204 0.1327
C 1.5981 1.5557 2.2547
C 2.2045 1.9806 3.4346
C 1.5883 2.9209 4.2447
C 0.3611 3.4576 3.8818
C -0.2448 3.0455 2.7051
C 0.3696 2.0968 1.8989
C 3.7552 0.6268 1.3081
C 4.6871 -0.2846 1.7832
C 6.0477 -0.0566 1.6001
C 6.4777 1.0785 0.9373
C 5.5465 1.9946 0.4597
C 4.1957 1.7714 0.6483
N -0.3611 -1.1710 1.0448
C -3.3290 -0.5476 -2.2456
C -2.7516 -0.8413 -3.4705
C -3.5549 -1.1671 -4.5579
C -4.9324 -1.2008 -4.4280
C -5.5144 -0.9011 -3.2026
C -4.7170 -0.5731 -2.1203
C -2.8858 1.1217 -0.4165
C -2.4790 2.2777 -1.0781
C -2.8075 3.5256 -0.5782
C -3.5744 3.6354 0.5755
C -4.0159 2.4915 1.2175
C -3.6732 1.2388 0.7208
H -2.2436 -2.2934 -0.6232
H -3.5908 -1.6213 0.2517
H -3.3587 -1.6323 2.4913
H -1.9730 -1.5053 4.5578
H 0.4877 -1.1470 4.2976
H 2.2751 -1.7092 1.3898
H 2.3143 -1.0550 3.0257
H 3.1711 1.5816 3.7172
H 2.0724 3.2396 5.1579
H -0.1146 4.1976 4.5109
H -1.2016 3.4537 2.4073
H -0.1483 1.7979 0.9942
H 4.3764 -1.1797 2.3043
H 6.7655 -0.7700 1.9814
H 7.5354 1.2544 0.7946
H 5.8792 2.8872 -0.0528
H 3.4726 2.4912 0.2832
H -1.6787 -0.8114 -3.5989
H -3.0952 -1.3944 -5.5104
H -5.5544 -1.4558 -5.2751
H -6.5900 -0.9184 -3.0916
H -5.1811 -0.3209 -1.1739
H -1.9051 2.2001 -1.9918
H -2.4778 4.4158 -1.0965
H -3.8397 4.6113 0.9602
H -4.6307 2.5644 2.1046
H -4.0397 0.3599 1.2281
C 1.6715 3.1670 -4.2147
S 1.3399 1.9668 -3.0108
O 2.5218 1.2231 -2.5588
O 0.6981 2.5029 -1.7833
O 0.3800 0.9247 -3.4739
H 2.4735 3.7979 -3.8367
H 0.7611 3.7416 -4.3732
H 1.9749 2.6452 -5.1200
C 1.5185 -1.5970 -2.2074
C 1.2121 -2.8139 -1.3980
C -0.0254 -3.4450 -1.5150
C -0.3512 -4.5245 -0.7177
C 0.5746 -4.9976 0.2097
C 1.8360 -4.4165 0.2968
C 2.1495 -3.3355 -0.5092
C 0.2312 -6.0945 1.0782
N -0.0368 -6.9679 1.7739
H 1.0959 -1.6528 -3.2148
H 2.5866 -1.3869 -2.2936
H -0.7425 -3.0859 -2.2445
H -1.3161 -5.0054 -0.8058
H 2.5627 -4.8143 0.9921
H 3.1331 -2.8848 -0.4417
*
```

Results
- E_LUMO: -3.3 eV

=====

DFT (ωB97M-V with the def2-TZVPD basis set) results for a structure of composition C42H36NO2PPdS2.

The geometry in ORCA input format:
```
! wB97M-V def2-TZVPD RIJCOSX def2/J DEFGRID3
* xyz 2 1
Pd 0.1302 -0.7445 -0.0368
N 1.7186 -0.8994 2.1575
C 3.0060 -0.9587 1.5765
C 4.0279 -1.7190 2.1340
C 5.2755 -1.7619 1.5342
C 5.5339 -1.0365 0.3794
C 4.5213 -0.2939 -0.1983
C 3.2500 -0.2651 0.3790
P 1.8966 0.5738 -0.4438
C 2.3348 0.7610 -2.1867
C 2.7899 -0.3531 -2.9022
C 3.1640 -0.2225 -4.2276
C 3.0988 1.0151 -4.8544
C 2.6757 2.1284 -4.1441
C 2.3000 2.0079 -2.8148
C 1.6779 2.2210 0.2636
C 0.6882 3.0708 -0.2299
C 0.5858 4.3652 0.2451
C 1.4530 4.8142 1.2347
C 2.4299 3.9695 1.7383
C 2.5524 2.6754 1.2477
H 1.6142 -1.5342 2.9379
H 1.4881 0.0344 2.4816
H 3.8464 -2.2632 3.0530
H 6.0604 -2.3572 1.9820
H 6.5166 -1.0567 -0.0704
H 4.7112 0.2556 -1.1116
H 2.8851 -1.3098 -2.4094
H 3.5241 -1.0868 -4.7701
H 3.3973 1.1133 -5.8897
H 2.6492 3.0998 -4.6191
H 1.9955 2.8938 -2.2772
H 0.0110 2.7262 -1.0058
H -0.1715 5.0273 -0.1535
H 1.3686 5.8270 1.6062
H 3.1127 4.3190 2.5012
H 3.3401 2.0315 1.6212
O 0.9754 -2.1201 -1.2589
S -0.1114 -2.1200 -2.3786
C -0.0768 -3.7472 -3.0740
C 0.4527 -4.8291 -2.3871
C 0.4109 -6.0740 -2.9902
C -0.1641 -6.2191 -4.2483
C -0.6831 -5.1228 -4.9228
C -0.6283 -3.8646 -4.3422
C -1.5690 -2.1751 -1.3348
C -1.4506 -2.7697 -0.0746
C -2.5743 -2.8071 0.7516
C -3.7762 -2.2793 0.3125
C -3.8734 -1.6950 -0.9477
C -2.7669 -1.6259 -1.7772
H 0.9034 -4.6928 -1.4121
H 0.8272 -6.9333 -2.4823
H -0.1958 -7.1959 -4.7122
H -1.1149 -5.2427 -5.9069
H -0.9987 -2.9944 -4.8717
H -0.5488 -3.2992 0.2050
H -2.5050 -3.2787 1.7227
H -4.6491 -2.3236 0.9506
H -4.8194 -1.2894 -1.2814
H -2.8328 -1.1647 -2.7552
O -0.7659 0.6144 1.2090
S -1.9959 1.5070 0.9836
C -3.3428 0.7261 1.8479
C -3.1343 -0.0143 3.0027
C -4.2316 -0.5501 3.6545
C -5.5139 -0.3229 3.1639
C -5.7072 0.4276 2.0136
C -4.6122 0.9496 1.3376
C -1.7003 2.8761 2.0919
C -2.4677 4.0149 1.8997
C -2.2828 5.0959 2.7484
C -1.3338 5.0277 3.7597
C -0.5679 3.8820 3.9285
C -0.7488 2.7918 3.0923
H -2.1305 -0.1659 3.3806
H -4.0942 -1.1307 4.5570
H -6.3675 -0.7303 3.6896
H -6.7071 0.6051 1.6405
H -4.7474 1.5283 0.4310
H -3.1962 4.0644 1.0981
H -2.8755 5.9910 2.6166
H -1.1906 5.8730 4.4198
H 0.1735 3.8373 4.7155
H -0.1497 1.8981 3.2060
*
```

Results
- E_LUMO (spin up / spin down): -6.3 / -6.3 eV

=====

Calculated ΔE to the lowest compared entry with this formula, charge and spin in order - 1.4717, 4.1917, 0.7303, 0.7272 eV